{"formula": "C23H18I2N4RuS2", "method": "ωB97M-V with the def2-TZVPD basis set", "relative_energy_kcal_mol": 0.00, "largest_force_ev_per_a": 0.7, "s2": 0.763, "multiplicity": 2, "total_charge": 1, "e_tot_ha": -2592.7365, "species": ["Ru", "C", "S", "C", "S", "N", "N", "C", "C", "C", "C", "C", "C", "N", "H", "H", "H", "H", "H", "H", "H", "H", "I", "C", "C", "C", "C", "C", "C", "C", "C", "C", "C", "H", "H", "H", "H", "H", "H", "I", "C", "C", "C", "C", "N", "C", "H", "H", "H", "H"], "coordinates": [[0.013, 0.114, 0.484], [1.090, 4.766, 3.287], [2.172, 3.728, 2.286], [1.229, 2.285, 2.144], [2.038, 0.920, 1.374], [0.008, 2.241, 2.583], [-0.487, 0.964, 2.342], [-0.882, 0.233, 3.303], [-0.942, -1.193, 2.981], [-1.437, -2.150, 3.849], [-1.323, -3.488, 3.509], [-0.704, -3.820, 2.316], [-0.236, -2.811, 1.492], [-0.351, -1.518, 1.807], [1.700, 5.607, 3.612], [0.735, 4.210, 4.150], [0.246, 5.124, 2.703], [-0.990, 0.613, 4.314], [-1.895, -1.840, 4.778], [-1.703, -4.256, 4.168], [-0.575, -4.850, 2.016], [0.252, -3.032, 0.553], [-2.453, -0.476, -0.520], [-1.574, -1.624, -2.031], [-2.376, -2.204, -2.968], [-1.783, -2.986, -3.980], [-0.430, -3.155, -3.998], [0.400, -2.558, -3.018], [1.802, -2.763, -3.044], [2.597, -2.199, -2.094], [2.027, -1.392, -1.085], [0.672, -1.129, -1.001], [-0.167, -1.751, -1.993], [-3.449, -2.071, -2.945], [-2.409, -3.447, -4.731], [0.035, -3.758, -4.767], [2.222, -3.379, -3.829], [3.667, -2.359, -2.108], [2.700, -0.963, -0.353], [-2.189, 5.516, -0.551], [-0.807, 4.054, -1.059], [0.160, 4.270, -2.028], [1.063, 3.255, -2.297], [0.985, 2.072, -1.591], [0.041, 1.865, -0.662], [-0.842, 2.838, -0.404], [0.211, 5.212, -2.558], [1.835, 3.380, -3.042], [1.684, 1.265, -1.752], [-1.580, 2.638, 0.360]]}